1.
This record from OMol25 describes the molecule C22H32N4O. The level of theory is ωB97M-V with the def2-TZVPD basis set.

The geometry in XYZ format:
```
59
Properties=species:S:1:pos:R:3:lowdin_charge:R:1
O -2.295 -3.665 -0.133 -0.058
C -1.087 -3.268 -0.736 -0.264
C -0.190 -2.435 0.186 -0.127
H 0.677 -2.109 -0.385 0.096
H 0.153 -3.055 1.016 0.120
C -0.920 -1.211 0.775 -0.287
N -1.670 -0.525 -0.259 -0.109
C -0.815 0.270 -1.114 -0.133
C 0.173 1.166 -0.360 -0.151
N 0.962 0.362 0.557 -0.185
C 0.082 -0.298 1.502 -0.140
H 0.689 -0.903 2.182 0.128
H -0.471 0.442 2.111 0.122
C 1.973 1.159 1.252 -0.134
C 2.948 1.818 0.335 -0.224
C 2.974 3.137 -0.036 -0.053
C 4.129 3.346 -0.821 -0.076
C 4.781 2.154 -0.892 -0.074
N 4.064 1.213 -0.200 0.013
C 4.483 -0.111 -0.094 -0.243
N 5.797 -0.298 -0.173 0.129
C 6.265 -1.528 -0.090 -0.140
C 5.460 -2.643 0.081 -0.070
C 4.087 -2.448 0.141 -0.058
C 3.580 -1.165 0.046 0.009
H 2.520 -0.970 0.055 0.077
H 3.416 -3.288 0.249 0.106
H 5.890 -3.629 0.152 0.098
H 7.342 -1.617 -0.162 0.106
H 5.691 1.876 -1.382 0.110
H 4.433 4.270 -1.272 0.092
H 2.246 3.877 0.234 0.104
H 2.501 0.491 1.940 0.128
H 1.492 1.954 1.851 0.133
H 0.851 1.637 -1.076 0.124
H -0.362 1.965 0.182 0.118
H -1.431 0.883 -1.772 0.118
H -0.235 -0.416 -1.741 0.124
C -2.989 -0.014 0.073 -0.317
C -3.061 1.423 0.614 -0.152
C -4.497 1.768 0.999 -0.199
C -5.428 1.621 -0.200 -0.209
C -5.352 0.204 -0.761 -0.200
C -3.916 -0.140 -1.144 -0.148
H -3.862 -1.158 -1.536 0.114
H -3.584 0.537 -1.933 0.113
H -5.999 0.114 -1.636 0.109
H -5.709 -0.503 -0.009 0.114
H -6.454 1.851 0.095 0.108
H -5.136 2.333 -0.975 0.114
H -4.540 2.791 1.380 0.109
H -4.829 1.101 1.799 0.115
H -2.416 1.524 1.490 0.104
H -2.716 2.123 -0.149 0.116
H -3.386 -0.674 0.856 0.147
H -1.630 -1.576 1.526 0.147
H -1.293 -2.700 -1.652 0.111
H -0.574 -4.193 -1.007 0.118
H -2.812 -2.867 0.023 0.061
```

Summary:
* relative energy (zero: lowest compared OMol25 entry of this formula, charge and spin): 43.0 kcal/mol
* LUMO energy: 0.756 eV
* HOMO: -0.30174 hartree
* E: -1151.7713 Eh

***

2.
This record from OMol25 describes the molecule C22H32N4O3S. The level of theory is ωB97M-V with the def2-TZVPD basis set.

The geometry in XYZ format:
```
62
Properties=species:S:1:pos:R:3:lowdin_charge:R:1
C 0.526 5.068 -0.019 -0.054
C 0.630 3.592 -0.258 -0.286
C 1.533 2.808 0.446 -0.030
C 1.644 1.450 0.215 -0.016
C 0.844 0.823 -0.737 -0.236
C -0.069 1.605 -1.446 -0.005
C -0.166 2.962 -1.205 -0.033
H -0.886 3.541 -1.766 0.116
H -0.720 1.166 -2.183 0.108
N 0.977 -0.549 -0.987 -0.163
S 1.755 -1.538 0.137 0.706
O 1.588 -2.885 -0.324 -0.267
O 1.276 -1.244 1.464 -0.283
C 3.453 -1.118 -0.012 -0.200
C 4.373 -0.823 0.984 -0.244
N 5.549 -0.636 0.352 -0.154
N 5.442 -0.798 -0.970 0.136
C 4.182 -1.095 -1.220 -0.313
C 3.659 -1.356 -2.582 -0.017
H 3.068 -2.270 -2.575 0.080
H 4.487 -1.453 -3.278 0.083
H 3.017 -0.535 -2.900 0.081
C 6.814 -0.312 0.942 -0.007
H 6.761 0.644 1.467 0.094
H 7.121 -1.088 1.645 0.094
H 7.541 -0.244 0.136 0.093
C 4.207 -0.707 2.451 -0.001
H 4.501 0.285 2.795 0.092
H 3.164 -0.881 2.705 0.069
H 4.826 -1.442 2.966 0.093
C -0.002 -1.211 -1.817 -0.098
H 0.269 -2.270 -1.835 0.120
C -1.437 -1.089 -1.281 -0.484
O -2.378 -0.977 -2.042 0.058
N -1.508 -1.120 0.058 0.126
H -0.651 -1.250 0.576 0.097
C -2.717 -0.937 0.860 -0.274
C -3.649 -2.159 0.750 -0.136
C -4.788 -2.060 -0.265 -0.196
C -6.018 -1.338 0.282 -0.211
C -5.882 0.180 0.351 -0.213
C -4.698 0.665 1.185 -0.191
H -4.716 0.193 2.169 0.115
C -3.354 0.410 0.503 -0.151
H -2.639 1.188 0.786 0.116
H -3.483 0.464 -0.577 0.104
H -4.810 1.741 1.337 0.106
H -5.782 0.576 -0.662 0.114
H -6.804 0.589 0.774 0.105
H -6.244 -1.725 1.280 0.108
H -6.873 -1.570 -0.357 0.106
H -4.433 -1.580 -1.175 0.096
H -5.087 -3.078 -0.526 0.109
H -4.079 -2.358 1.734 0.109
H -3.019 -3.015 0.497 0.115
H -2.360 -0.886 1.894 0.149
H 0.033 -0.828 -2.841 0.137
H 2.339 0.874 0.798 0.079
H 2.163 3.264 1.197 0.113
H -0.500 5.407 -0.144 0.077
H 1.147 5.607 -0.734 0.083
H 0.863 5.323 0.982 0.074
```

Summary:
* relative energy (zero: lowest compared OMol25 entry of this formula, charge and spin): 25.5 kcal/mol
* LUMO energy: 0.506 eV
* HOMO: -0.30842 hartree
* E: -1700.4661 Eh

***

3.
This record from OMol25 describes a structure of composition C22H32N5O2SSiTi. The level of theory is ωB97M-V with the def2-TZVPD basis set.

The geometry in XYZ format:
```
64
Properties=species:S:1:pos:R:3:lowdin_charge:R:1
Ti -0.166 1.075 0.935 0.559
N 3.988 -0.534 0.792 0.022
C 2.613 -0.381 0.963 -0.899
S 2.100 0.760 2.182 0.540
N 1.863 -1.128 0.223 -0.018
N 0.505 -0.930 0.497 -0.128
C -0.171 -2.007 0.667 -0.091
C -1.547 -2.047 1.137 -0.143
C -2.267 -3.231 0.941 -0.074
C -3.552 -3.402 1.414 -0.134
C -4.133 -2.358 2.138 -0.121
C -3.439 -1.192 2.373 -0.027
C -2.130 -0.980 1.883 -0.354
O -1.522 0.139 2.149 -0.232
H 4.506 0.298 1.021 0.046
H 4.219 -0.932 -0.107 0.069
H 0.331 -2.961 0.502 0.118
H -1.782 -4.031 0.389 0.101
H -4.096 -4.320 1.233 0.082
H -5.142 -2.464 2.522 0.088
H -3.890 -0.381 2.934 0.104
C 0.348 2.157 5.630 -0.094
C -0.639 1.654 4.577 -0.225
C -0.633 2.463 3.365 -0.239
N -0.584 2.983 2.342 0.149
H 0.329 1.494 6.495 0.071
H 0.097 3.165 5.962 0.072
H 1.359 2.165 5.226 0.070
H -1.660 1.605 4.956 0.121
H -0.374 0.653 4.227 0.102
C -3.715 0.284 -4.022 -0.200
Si -3.940 1.627 -2.730 0.382
C -5.683 1.497 -2.043 -0.200
C -3.774 3.298 -3.590 -0.199
C -2.703 1.489 -1.426 -0.248
C -1.821 1.370 -0.575 -0.142
H -4.456 0.365 -4.822 0.019
H -3.809 -0.701 -3.560 0.027
H -2.719 0.342 -4.466 0.024
H -6.435 1.554 -2.835 0.019
H -5.875 2.298 -1.326 0.023
H -5.805 0.548 -1.517 0.026
H -4.532 3.416 -4.370 0.021
H -2.790 3.405 -4.052 0.011
H -3.898 4.113 -2.873 0.019
O 1.121 2.328 -0.357 -0.093
C 0.965 3.366 -1.008 -0.454
C 2.175 4.187 -1.403 -0.088
C 2.401 4.238 -2.919 -0.190
C 1.522 5.247 -3.656 -0.220
C 0.023 4.973 -3.583 -0.193
C -0.543 4.971 -2.165 -0.175
N -0.241 3.780 -1.405 0.102
H 3.021 3.718 -0.905 0.120
H 2.074 5.204 -1.011 0.122
H 2.254 3.238 -3.336 0.123
H 3.447 4.498 -3.098 0.105
H 1.826 5.283 -4.705 0.103
H 1.716 6.244 -3.243 0.109
H -0.207 4.007 -4.043 0.113
H -0.504 5.737 -4.161 0.107
H -1.631 5.023 -2.216 0.106
H -0.207 5.867 -1.629 0.121
H -1.011 3.140 -1.184 0.064
```

Summary:
* spin multiplicity: 3
* relative energy (zero: lowest compared OMol25 entry of this formula, charge and spin): 6.2 kcal/mol
* LUMO energy (alpha / beta): 2.708 / 2.705 eV
* charge: -1
* HOMO (alpha / beta): -0.07656 / -0.15899 hartree
* E: -2819.0650 Eh
* ⟨S²⟩: 2.009

***

4.
This record from OMol25 describes a cluster of 2 separate species, C22H32N6O3S in total. The level of theory is ωB97M-V with the def2-TZVPD basis set.

The geometry in XYZ format:
```
64
Properties=species:S:1:pos:R:3:lowdin_charge:R:1
O 4.051 5.195 -0.462 0.042
O 0.098 3.244 1.600 0.037
N -2.194 -6.908 -0.159 0.068
N -2.647 -3.759 1.251 0.109
O -2.262 -0.367 -4.612 0.042
S -2.567 -6.100 2.499 1.086
C 4.285 4.000 -0.356 -0.578
C 1.311 3.355 1.463 -0.438
C -2.370 -6.016 0.780 -0.659
C -2.739 -4.341 2.423 -0.597
C -2.138 -6.109 -1.309 -0.087
C -2.269 -4.759 -1.035 -0.153
C -2.410 -2.720 -4.233 -0.007
C -2.096 -1.215 -2.380 -0.023
C -2.406 -3.813 -3.356 -0.019
C -2.096 -2.303 -1.502 -0.023
C -2.256 -1.423 -3.748 -0.327
C -2.256 -3.619 -1.972 -0.160
N -2.422 -4.734 0.333 -0.081
N 2.035 3.446 2.588 0.034
N -2.980 -3.585 3.559 -0.014
N 3.351 3.087 -0.085 0.088
C 5.697 3.490 -0.521 0.007
C 3.452 3.748 2.792 -0.065
C -1.110 -1.470 4.650 -0.111
C 0.831 1.453 -3.229 -0.081
C 1.236 3.892 -3.028 -0.065
C -3.280 -2.142 3.523 -0.202
C -2.640 -1.449 4.725 -0.254
C 1.563 2.526 -2.420 -0.428
C 1.149 2.433 -0.937 -0.122
C 1.912 3.372 0.028 -0.177
H -2.157 0.464 -4.124 0.094
H -1.997 -6.515 -2.306 0.102
H -2.534 -2.873 -5.300 0.116
H -1.971 -0.213 -1.984 0.107
H -2.532 -4.811 -3.764 0.107
H -1.961 -2.106 -0.445 0.092
H 1.467 3.387 3.420 0.139
H -3.138 -4.097 4.422 0.130
H 3.645 2.129 0.002 0.152
H 5.738 2.816 -1.375 0.082
H 6.006 2.968 0.383 0.077
H 6.359 4.338 -0.696 0.088
H 3.641 3.919 3.853 0.087
H 4.070 2.912 2.463 0.072
H 3.726 4.652 2.245 0.083
H -0.687 -0.940 5.509 0.069
H -0.765 -0.980 3.734 0.075
H -0.735 -2.498 4.660 0.067
H 1.043 0.467 -2.814 0.080
H -0.243 1.633 -3.201 0.065
H 1.173 1.475 -4.264 0.083
H 1.487 3.893 -4.089 0.080
H 0.177 4.118 -2.907 0.087
H 1.829 4.666 -2.540 0.071
H -4.366 -1.995 3.546 0.116
H -2.906 -1.671 2.607 0.113
H -2.978 -0.408 4.751 0.108
H -2.970 -1.932 5.650 0.103
H 2.633 2.342 -2.518 0.124
H 0.081 2.651 -0.873 0.122
H 1.295 1.406 -0.597 0.121
H 1.741 4.392 -0.317 0.147
```

Summary:
* LUMO energy: 0.399 eV
* HOMO: -0.27620 hartree
* E: -1809.9819 Eh

***

5.
This record from OMol25 describes a structure of composition C22H33Cl3HgNOSi. The level of theory is ωB97M-V with the def2-TZVPD basis set.

The geometry in XYZ format:
```
62
Properties=species:S:1:pos:R:3:lowdin_charge:R:1
Hg -0.169 -0.391 0.757 0.593
Cl -2.116 -1.806 -5.461 0.585
C -2.379 -0.179 -4.865 -0.608
C -3.092 0.696 -5.664 -0.188
C -3.333 1.989 -5.263 -0.648
Cl -4.248 3.058 -6.322 0.567
C -2.856 2.453 -4.017 -0.202
C -3.067 3.760 -3.531 -0.069
C -2.575 4.115 -2.304 -0.086
C -1.866 3.160 -1.559 -0.165
N -1.646 1.937 -1.982 0.132
C -2.118 1.560 -3.183 -0.139
C -1.822 0.158 -3.585 -0.460
O -1.173 -0.616 -2.878 -0.061
H -3.464 0.351 -6.621 0.086
H -3.619 4.467 -4.138 0.069
H -2.726 5.112 -1.907 0.087
H -1.474 3.415 -0.581 0.074
Cl 0.625 -3.679 1.834 0.218
C 0.259 -2.595 0.377 -0.798
H -0.623 -3.054 -0.062 -0.071
H 1.093 -2.783 -0.302 -0.061
C 0.832 -0.543 4.624 -0.131
C 0.491 0.872 4.134 -0.645
C -1.044 0.919 4.061 -0.151
C 0.933 1.869 5.210 -0.117
Si 1.275 1.105 2.337 0.669
C 3.189 0.581 2.468 -0.634
C 3.973 1.033 3.705 -0.119
C 3.291 -0.950 2.376 -0.141
C 3.932 1.107 1.231 -0.135
C 1.198 2.999 1.847 -0.647
C 2.174 3.944 2.554 -0.113
C -0.220 3.518 2.118 -0.142
C 1.412 3.110 0.328 -0.139
H 0.240 -0.773 5.521 0.074
H 1.884 -0.645 4.897 0.053
H 0.607 -1.309 3.875 0.050
H -1.460 0.672 5.050 0.070
H -1.434 0.197 3.342 0.031
H -1.434 1.895 3.777 0.049
H 0.496 1.582 6.179 0.071
H 0.592 2.883 4.992 0.055
H 2.016 1.902 5.336 0.053
H 3.587 0.582 4.620 0.052
H 3.966 2.117 3.836 0.060
H 5.024 0.718 3.612 0.070
H 2.845 -1.464 3.226 0.048
H 4.350 -1.245 2.326 0.073
H 2.789 -1.333 1.485 0.048
H 4.071 2.188 1.245 0.050
H 3.407 0.844 0.309 0.077
H 4.930 0.650 1.184 0.072
H 2.065 3.916 3.640 0.058
H 1.983 4.978 2.229 0.073
H 3.215 3.721 2.320 0.051
H -0.424 3.613 3.186 0.052
H -0.978 2.859 1.687 0.058
H -0.339 4.515 1.670 0.074
H 2.450 2.937 0.042 0.051
H 1.140 4.118 -0.017 0.074
H 0.793 2.391 -0.215 0.039
```

Summary:
* spin multiplicity: 2
* relative energy (zero: lowest compared OMol25 entry of this formula, charge and spin): 28.4 kcal/mol
* LUMO energy (alpha / beta): 4.376 / 4.375 eV
* charge: -2
* HOMO (alpha / beta): 0.03870 / -0.05221 hartree
* E: -2811.5761 Eh
* ⟨S²⟩: 0.755

***

6.
This record from OMol25 describes a cluster of 3 separate species, C22H33ClNO4P2 in total. The level of theory is ωB97M-V with the def2-TZVPD basis set.

The geometry in XYZ format:
```
63
Properties=species:S:1:pos:R:3:lowdin_charge:R:1
C -0.917 2.230 -3.994 0.012
C 0.468 2.547 -4.115 -0.142
C 2.105 2.519 -4.134 -0.367
P 2.933 1.624 -2.661 0.324
C 1.673 0.193 -2.631 -0.264
C 2.212 -1.224 -2.013 -0.287
O 1.829 -2.354 -2.671 -0.103
N 3.028 -1.439 -0.764 -0.217
C 3.898 -2.710 -0.866 -0.124
C 2.200 -1.449 0.500 -0.133
C 1.942 2.717 -1.435 -0.386
C 2.483 2.645 0.127 -0.631
C 2.603 4.156 0.835 -0.156
Cl 1.145 1.778 1.147 0.462
P 4.616 3.037 -2.772 0.616
O 5.026 3.408 -4.288 -0.468
O 4.445 4.451 -1.780 -0.278
O 6.051 2.194 -2.145 -0.311
H -2.079 1.972 -4.039 0.033
H 2.514 2.124 -5.157 0.102
H 2.446 3.661 -4.054 0.080
H 3.668 0.958 -1.617 -0.040
H 3.701 0.809 -3.616 0.012
H 0.651 0.422 -2.116 0.083
H 1.414 -0.038 -3.774 0.107
H 3.317 -3.671 -0.536 0.086
H 4.869 -2.518 -0.200 0.094
H 4.310 -2.772 -1.983 0.104
H 1.076 -1.121 0.293 0.076
H 2.268 -2.454 1.123 0.094
H 2.668 -0.614 1.210 0.065
H 0.784 2.438 -1.359 0.067
H 1.929 3.828 -1.871 0.087
H 3.458 2.018 0.274 0.095
H 2.020 4.883 0.127 0.081
H 3.769 4.407 0.786 0.071
H 2.213 4.124 1.939 0.057
H 5.085 4.345 -1.012 0.062
H 5.813 1.201 -2.170 0.059
C -0.976 -1.798 2.929 -0.090
C -1.439 -1.424 1.667 -0.097
C -2.270 -2.280 0.946 -0.096
C -2.646 -3.509 1.490 -0.111
C -2.186 -3.882 2.753 -0.111
C -1.348 -3.029 3.471 -0.102
H -0.326 -1.132 3.489 0.104
H -1.151 -0.464 1.246 0.085
H -2.625 -1.991 -0.039 0.105
H -3.298 -4.174 0.930 0.102
H -2.481 -4.838 3.178 0.098
H -0.985 -3.322 4.452 0.097
C -5.511 -1.763 3.162 -0.082
C -6.387 -1.532 4.222 -0.096
C -7.700 -1.138 3.969 -0.105
C -8.141 -0.985 2.654 -0.105
C -7.266 -1.219 1.594 -0.098
C -5.949 -1.604 1.848 -0.086
H -4.486 -2.067 3.360 0.090
H -6.045 -1.658 5.247 0.099
H -8.381 -0.951 4.795 0.096
H -9.166 -0.682 2.457 0.096
H -7.610 -1.102 0.570 0.099
H -5.266 -1.782 1.022 0.091
```

Summary:
* LUMO energy: 2.313 eV
* charge: -1
* HOMO: -0.18567 hartree
* E: -2356.4234 Eh